{
  "formula": "C21H20ClGdNPS",
  "method": "the ωB97M-V functional and the def2-TZVPD basis",
  "fmax_ev_per_a": 4.16,
  "e_above_lowest_kj_mol": 569.39,
  "s2": 15.80,
  "total_charge": 2,
  "spin_multiplicity": 8,
  "homo_lumo_gap_ev": [6.490, 4.446],
  "species": ["Gd", "Cl", "P", "C", "C", "C", "C", "C", "C", "C", "C", "C", "C", "C", "C", "C", "C", "C", "C", "C", "C", "H", "H", "H", "H", "H", "H", "H", "H", "H", "H", "H", "H", "H", "H", "H", "H", "H", "S", "C", "C", "N", "C", "H", "H", "H"],
  "xyz": [[1.0243, -0.2854, 2.2354], [0.2434, 1.7503, 3.5067], [-0.6928, -0.0309, -0.0852], [0.3166, -1.6332, -0.2567], [1.1237, -1.7155, -1.4117], [1.8638, -2.8617, -1.6813], [1.9792, -3.8580, -0.7100], [1.3253, -3.7012, 0.5146], [0.4347, -2.6335, 0.7698], [-2.4441, -0.4044, 0.2191], [-3.3000, 0.5755, 0.7719], [-4.5826, 0.1660, 1.1296], [-5.0063, -1.1546, 0.9000], [-4.1323, -2.1067, 0.3615], [-2.8375, -1.7369, 0.0204], [-0.4229, 1.1636, -1.4098], [0.1978, 2.4242, -1.1684], [-0.0244, 3.4271, -2.1237], [-0.6487, 3.1323, -3.3540], [-1.1055, 1.8402, -3.6328], [-1.0182, 0.8588, -2.6514], [-2.9285, 1.6097, 0.8369], [-5.2882, 0.8972, 1.5010], [-6.0567, -1.4124, 1.0426], [-4.4726, -3.1067, 0.1231], [-2.1225, -2.4135, -0.4553], [1.1591, -0.8432, -2.0756], [2.2918, -3.0080, -2.6690], [2.5200, -4.7820, -0.9421], [1.4663, -4.4723, 1.2700], [-0.2770, -2.6514, 1.6410], [0.8119, 2.5647, -0.2505], [0.3064, 4.4503, -1.9282], [-0.7502, 3.9145, -4.1079], [-1.5197, 1.5770, -4.6069], [-1.4141, -0.1483, -2.8000], [2.1023, 0.0934, 0.2457], [1.9368, 0.8033, 0.0105], [5.0449, 0.7053, 2.5366], [4.6422, 2.4085, 2.8635], [3.2741, 2.6229, 2.8860], [2.5452, 1.4701, 2.5338], [3.3277, 0.3835, 2.3808], [5.4196, 3.1809, 2.9624], [2.7315, 3.5555, 3.0792], [2.9561, -0.6148, 1.9781]]
}

{
  "formula": "C21H20ClN2O4PtS",
  "method": "the ωB97M-V functional and the def2-TZVPD basis",
  "fmax_ev_per_a": 1.09,
  "s2": 6.04,
  "total_charge": 1,
  "spin_multiplicity": 5,
  "homo_lumo_gap_ev": [8.444, 6.407],
  "species": ["Pt", "C", "C", "C", "C", "C", "C", "C", "S", "O", "O", "N", "C", "C", "O", "O", "H", "H", "H", "H", "H", "H", "H", "H", "H", "C", "C", "C", "C", "C", "C", "C", "H", "H", "H", "H", "H", "H", "H", "Cl", "C", "C", "C", "C", "N", "C", "H", "H", "H", "H"],
  "xyz": [[-0.0944, 0.0022, -2.1062], [-0.2241, -0.5633, 6.6616], [-0.2387, -0.7981, 5.1834], [-1.3707, -1.2935, 4.5442], [-1.3889, -1.4938, 3.1737], [-0.2535, -1.2009, 2.4362], [0.9017, -0.7239, 3.0523], [0.8972, -0.5189, 4.4165], [-0.2613, -1.4879, 0.7163], [-1.4691, -2.1232, 0.2949], [1.0135, -2.0040, 0.3113], [-0.2852, 0.0433, -0.0266], [0.4057, 1.1427, 0.4566], [-0.0647, 2.4239, -0.4723], [-0.2975, 3.4420, 0.1007], [-0.0641, 2.1200, -1.7112], [-1.1058, -0.9823, 7.1415], [-0.1996, 0.5067, 6.8747], [0.6610, -1.0062, 7.1179], [-2.2523, -1.5308, 5.1244], [-2.2720, -1.8795, 2.6832], [1.8005, -0.5494, 2.4762], [1.7920, -0.1516, 4.9017], [1.4597, 1.1838, 0.1357], [0.2804, 1.3565, 1.5154], [1.3719, -0.9213, -3.4523], [2.4970, -0.1556, -3.0226], [2.8194, 1.0795, -3.6455], [3.8929, 1.8182, -3.2078], [4.6665, 1.3580, -2.1416], [4.3651, 0.1499, -1.5109], [3.2966, -0.6033, -1.9362], [1.3251, -1.9715, -3.1747], [0.8968, -0.6610, -4.3987], [2.2089, 1.4241, -4.4703], [4.1408, 2.7527, -3.6907], [5.5113, 1.9422, -1.8034], [4.9788, -0.1960, -0.6903], [3.0451, -1.5368, -1.4506], [-5.2317, -2.4314, -2.1320], [-4.3550, -0.9605, -2.2862], [-5.0099, 0.2501, -2.4584], [-4.2432, 1.3979, -2.5730], [-2.8657, 1.3051, -2.5108], [-2.2510, 0.1282, -2.3470], [-2.9727, -0.9894, -2.2283], [-6.0893, 0.2846, -2.4983], [-4.7046, 2.3651, -2.7083], [-2.2257, 2.1728, -2.5933], [-2.4372, -1.9154, -2.0709]]
}

{
  "formula": "C21H20F3N3O5",
  "method": "the ωB97M-V functional and the def2-TZVPD basis",
  "fmax_ev_per_a": 0.56,
  "spin_multiplicity": 1,
  "homo_lumo_gap_ev": 9.142,
  "species": ["C", "O", "C", "C", "C", "C", "C", "C", "C", "C", "C", "O", "C", "C", "C", "N", "C", "O", "N", "C", "C", "O", "N", "C", "C", "F", "F", "F", "C", "O", "C", "C", "H", "H", "H", "H", "H", "H", "H", "H", "H", "H", "H", "H", "H", "H", "H", "H", "H", "H", "H", "H"],
  "xyz": [[-6.0596, -4.2344, -1.0563], [-5.2370, -3.3456, -1.7732], [-4.3398, -2.5893, -1.0865], [-4.1680, -2.6091, 0.2925], [-3.2203, -1.7900, 0.8853], [-2.4426, -0.9362, 0.1223], [-1.3812, -0.0481, 0.7392], [-1.5041, 1.4049, 0.3170], [-2.7465, 1.9570, 0.0469], [-2.8761, 3.2944, -0.2856], [-1.7489, 4.1070, -0.3470], [-1.7555, 5.4271, -0.6654], [-2.9839, 6.0445, -0.9664], [-0.4990, 3.5538, -0.0597], [-0.3776, 2.2228, 0.2734], [-1.3286, -0.1435, 2.1869], [-0.1491, -0.6025, 2.6559], [0.2147, -0.7342, 3.7929], [0.6007, -0.9639, 1.5225], [1.9751, -1.3954, 1.5784], [2.7981, -0.4203, 0.7364], [2.7338, 0.7763, 0.8893], [3.5865, -1.0030, -0.1983], [4.3749, -0.2116, -1.1029], [5.8474, -0.6013, -1.0107], [6.6033, 0.1037, -1.8597], [6.3540, -0.4247, 0.2127], [6.0310, -1.8989, -1.3146], [-0.0175, -0.6295, 0.3541], [0.4400, -0.8004, -0.7474], [-2.6061, -0.9255, -1.2608], [-3.5422, -1.7390, -1.8571], [-5.4700, -4.9874, -0.5237], [-6.6811, -4.7267, -1.8024], [-6.7011, -3.7042, -0.3450], [-4.7590, -3.2577, 0.9195], [-3.0935, -1.8269, 1.9569], [-3.6302, 1.3372, 0.0898], [-3.8593, 3.6864, -0.4924], [-2.7439, 7.0820, -1.1927], [-3.4616, 5.5856, -1.8380], [-3.6706, 6.0105, -0.1145], [0.3676, 4.1934, -0.1023], [0.6010, 1.8243, 0.4960], [-1.9942, 0.3226, 2.7798], [2.2816, -1.3341, 2.6275], [2.0665, -2.4240, 1.2192], [3.5350, -1.9952, -0.3666], [4.2625, 0.8366, -0.8060], [4.0538, -0.3392, -2.1427], [-1.9864, -0.2791, -1.8619], [-3.6784, -1.7401, -2.9266]]
}

{
  "formula": "C21H20F5IrO2",
  "method": "the ωB97M-V functional and the def2-TZVPD basis",
  "fmax_ev_per_a": 5.40,
  "e_above_lowest_kj_mol": 0.00,
  "s2": 6.02,
  "total_charge": -2,
  "spin_multiplicity": 5,
  "homo_lumo_gap_ev": [2.252, 6.511],
  "species": ["Ir", "C", "C", "C", "H", "C", "C", "H", "H", "H", "H", "C", "C", "C", "H", "C", "C", "H", "H", "H", "H", "O", "C", "C", "C", "C", "C", "H", "H", "H", "H", "H", "H", "H", "H", "H", "H", "F", "C", "C", "F", "C", "F", "C", "O", "C", "F", "C", "F"],
  "xyz": [[1.0449, -0.5782, -0.4290], [0.6984, -2.0160, 1.0213], [-0.5888, -1.3420, 0.6970], [-0.9115, -1.6549, -0.6386], [-1.1343, -0.5984, 1.2833], [0.0980, -2.5609, -1.1334], [1.1817, -2.6403, -0.1969], [2.1433, -3.1599, -0.3274], [1.2346, -2.1055, 1.9856], [-1.7786, -1.3094, -1.1517], [0.1235, -2.9509, -2.1497], [1.6156, 1.1943, 0.5841], [2.7488, 0.4123, 0.1110], [2.6906, 0.3894, -1.3353], [3.5197, -0.0396, 0.7204], [1.5304, 1.1537, -1.7050], [0.9425, 1.6922, -0.5434], [0.0583, 2.3102, -0.4733], [1.2446, 1.2919, 1.6213], [3.3354, -0.1871, -2.0018], [1.2202, 1.3151, -2.7051], [-0.4416, 0.2004, -1.7497], [-0.8315, 0.2734, -3.9517], [-2.0104, 0.4839, -3.1810], [-0.3407, -1.0475, -4.2006], [-0.3128, 1.3802, -4.7627], [-1.7818, 0.8095, -1.8153], [-2.7265, -0.3384, -3.3414], [-2.5313, 1.3561, -3.6305], [-1.6411, 1.9056, -1.8077], [-2.5263, 0.4452, -1.0836], [-0.7970, -1.5601, -5.0813], [-0.5080, -1.7494, -3.3707], [0.7384, -1.0115, -4.4135], [-0.7640, 1.4709, -5.7892], [0.7679, 1.2403, -4.9417], [-0.4756, 2.3596, -4.2816], [-0.4709, 4.8964, 5.7245], [-0.8220, 3.9722, 4.8104], [-1.5274, 4.3718, 3.6627], [-1.7431, 5.6895, 3.4154], [-1.9320, 3.4009, 2.7718], [-2.3914, 3.7595, 1.5525], [-1.8114, 1.9719, 3.0672], [-2.3645, 1.0673, 2.3784], [-0.9189, 1.6483, 4.1669], [-0.5291, 0.3576, 4.2737], [-0.4573, 2.6286, 5.0269], [0.3756, 2.2964, 6.0480]]
}

Which formula does entry 3 have?
C21H20F3N3O5

What is the formula in the fourth record?
C21H20F5IrO2